(1)
Density functional theory data (ωB97M-V with the def2-TZVPD basis set) for an isolated molecule of C3H2F4O.

Summary:
E_LUMO   0.13 eV
Relative energy (zero: lowest compared OMol25 entry of this formula, charge and spin)   7.7 kcal/mol
Kohn-Sham gap   10.7 eV
HOMO level   -10.53 eV

Geometry as ORCA input:
```
! RIJCOSX wB97M-V def2-TZVPD def2/J DEFGRID3
* xyz 0 1
C -0.1458 0.4406 0.1692
C 1.1594 -0.0035 1.0546
C -1.0491 -0.3450 -1.0652
O -0.5749 1.5306 0.3723
F 2.1839 0.7677 0.6340
F -0.9636 -1.6710 -1.0428
F -0.6475 0.0933 -2.2470
F -2.3078 0.0035 -0.8622
H 0.9259 0.2356 2.0880
H 1.4195 -1.0519 0.8993
*
```

Here are the Löwdin charges for atoms 1 to 6, given in e: -0.145 -0.118 -0.570 0.134 -0.011 0.147


(2)
Density functional theory data (ωB97M-V with the def2-TZVPD basis set) for a structure of composition C2H5B3CsO5.

Summary:
E_LUMO   -3.71 eV
Kohn-Sham gap   10.8 eV
HOMO level   -14.52 eV

Geometry as ORCA input:
```
! RIJCOSX wB97M-V def2-TZVPD def2/J DEFGRID3
* xyz 1 1
O 3.0230 -0.0515 0.9076
C 2.2791 -0.7002 0.2231
C 1.5807 -0.1772 -1.0088
B 0.0854 0.2595 -0.7304
O -0.1202 1.2332 0.2530
B -1.3984 1.8312 0.2977
O -2.4526 1.0100 0.0465
B -2.0499 -0.2684 -0.2827
O -2.4366 -1.3522 0.4360
O -1.0233 -0.3585 -1.2236
H 2.0317 -1.7382 0.5045
H 2.1492 0.7271 -1.2708
H 1.6474 -0.9285 -1.8031
H -1.4987 2.9687 0.5937
H -1.9446 -1.4544 1.2522
Cs 0.1275 -1.0006 1.8054
*
```

Here are the Löwdin charges for atoms 1 to 6, given in e: 0.079 -0.498 -0.001 -0.697 0.068 -0.281


(3)
Density functional theory data (ωB97M-V with the def2-TZVPD basis set) for an isolated molecule of C21H16N8O5.

Summary:
E_LUMO   -1.49 eV
Relative energy (zero: lowest compared OMol25 entry of this formula, charge and spin)   11.4 kcal/mol
Kohn-Sham gap   6.9 eV
HOMO level   -8.41 eV

Geometry as ORCA input:
```
! RIJCOSX wB97M-V def2-TZVPD def2/J DEFGRID3
* xyz 0 1
O 1.6542 -1.9819 3.4737
O -1.0863 -3.9319 6.2021
O 4.9730 3.5055 -5.7345
O 6.5208 3.6908 -4.2219
N 3.0082 1.2386 0.5911
N 1.8190 0.7532 0.1110
N -2.7442 -2.4015 2.0156
O 4.6903 2.9607 -2.2321
C 0.4858 -2.3245 3.6893
C -1.0095 -3.5472 5.0463
C 3.8157 1.9452 -0.1713
C 1.1598 -0.0141 0.9293
C -2.0443 -1.7283 1.1285
C 2.6879 2.0357 -2.5096
C 3.1735 2.4977 -3.8114
C 3.6717 2.2928 -1.5847
C -0.5887 -2.1902 2.7167
C -0.1776 -0.5214 0.6870
C -1.8062 -2.7374 3.0162
C -1.1590 -0.1971 -0.2284
C 4.4395 3.0085 -3.5926
C -1.1544 2.4093 -3.5560
C -1.8630 1.1944 -3.5733
C -0.6017 2.8614 -2.3386
C -1.7597 0.3490 -2.5041
C -0.6585 2.0476 -1.1761
C -1.1495 0.7487 -1.3223
N 0.2290 -3.0912 4.7565
N -0.7394 -1.5148 1.4891
N -2.0905 -3.4726 4.1786
N -2.3312 -0.9919 -0.0052
N 5.3506 3.4070 -4.5803
C -3.3413 -4.1418 4.4255
C -3.7160 -0.4919 -0.2947
H 4.6959 2.3515 0.3130
H 1.6868 -0.2643 1.8558
H 1.8370 1.4358 -2.3137
H 2.6605 2.3924 -4.7660
H -1.1168 3.0595 -4.4320
H -2.3948 0.8952 -4.4757
H -0.1979 3.8487 -2.3191
H -2.1412 -0.7017 -2.5318
H -0.2102 2.3669 -0.2304
H 0.8759 -3.0259 5.5403
H -3.5727 -4.9108 3.6513
H -4.1627 -3.4355 4.4523
H -3.3832 -4.6428 5.3945
H -3.7420 0.6189 -0.3143
H -4.4158 -0.8557 0.4463
H -4.0768 -0.7983 -1.2902
*
```

Here are the Löwdin charges for atoms 1 to 6, given in e: 0.042 0.067 0.090 0.077 0.023 0.009


(4)
Density functional theory data (ωB97M-V with the def2-TZVPD basis set) for a cluster of 8 separate species, C7H20F5N3O15S3 in total.

Summary:
E_LUMO (alpha / beta)   5.72 / 5.72 eV
⟨S²⟩   0.7586
Kohn-Sham gap (alpha / beta)   2.8 / 2.8 eV
HOMO level (alpha / beta)   2.93 / 2.93 eV

Geometry as ORCA input:
```
! RIJCOSX wB97M-V def2-TZVPD def2/J DEFGRID3
* xyz -3 2
N 0.6112 -0.3221 0.1376
H 0.5668 -1.1795 0.6695
H -0.3315 -0.0166 -0.0577
H 1.1491 -0.3614 -0.7163
H 1.0421 0.2899 0.8158
N 3.3597 1.5667 -0.4338
H 3.3547 2.4910 -0.8408
H 2.9299 0.8906 -1.0488
H 2.8697 1.5231 0.4483
H 4.3094 1.2270 -0.3802
N 2.1580 -0.1193 -1.9475
S 2.6815 -1.5765 -2.5477
O 3.8664 -1.7337 -3.3459
O 1.5895 -2.5267 -2.8606
F 3.2035 -2.2626 -1.1116
S 1.5472 0.2475 -3.2823
O 0.1656 -0.1772 -3.4447
O 2.4315 0.3757 -4.4515
F 1.3820 1.7856 -2.8528
C -4.6160 0.6655 1.0400
F -4.3531 1.9123 0.6660
F -5.4159 0.6504 2.0948
F -5.1870 -0.0660 0.0707
S -2.9247 -0.0586 1.5620
O -3.1836 -1.4775 1.9773
O -2.0850 -0.0168 0.3309
O -2.3579 0.7321 2.6938
C 0.8130 -2.1100 3.1728
O 1.9342 -1.6197 3.2088
O 0.6874 -3.3087 3.0639
O -0.1217 -1.3626 3.3983
C 1.2938 1.7652 2.6900
O 1.3806 1.6469 3.8971
O 0.1649 1.5776 2.2021
O 2.2516 1.4143 1.9889
C -1.8944 4.6450 -1.0493
C -1.4471 3.4108 -0.2541
O -0.2321 3.6665 0.4892
H -1.7633 5.5601 -0.4718
H -2.8969 4.5491 -1.4662
H -1.1726 4.7355 -1.8610
H -1.3058 2.5938 -0.9617
H -2.2892 3.1874 0.4008
H -0.1004 2.9000 1.0519
C 0.3787 -4.4610 0.0086
C -0.8881 -3.9676 -0.6185
O -1.2373 -2.7314 0.0055
H 0.2172 -4.6549 1.0689
H 1.1952 -3.7519 -0.1284
H 0.7012 -5.4438 -0.3350
H -1.6542 -4.7412 -0.5662
H -0.8208 -3.6689 -1.6646
H -1.9570 -2.2933 -0.4546
*
```

Here are the Löwdin charges for atoms 1 to 6, given in e: 0.322 0.116 0.068 0.017 0.075 0.286


(5)
Density functional theory data (ωB97M-V with the def2-TZVPD basis set) for a cluster of 3 separate species, C13H31B2N2O6 in total.

Summary:
E_LUMO   2.32 eV
Kohn-Sham gap   5.9 eV
HOMO level   -3.60 eV

Geometry as ORCA input:
```
! RIJCOSX wB97M-V def2-TZVPD def2/J DEFGRID3
* xyz -1 1
C 2.0946 -0.4145 1.7831
C 1.6289 -1.3863 2.3147
C 1.1664 -2.6087 2.9484
C -0.1020 -3.2276 2.3256
O 0.2627 -3.9783 1.2230
B -1.0984 -4.4215 0.7228
O -1.8582 -3.1372 0.8241
C -1.1528 -2.2657 1.7441
B -2.2730 -1.7169 2.7395
O -3.6059 -1.7911 2.4416
O -1.8965 -1.1137 3.9514
H 2.6201 0.4917 1.5863
H 1.9489 -3.3547 2.8189
H 1.0444 -2.4559 4.0195
H -0.5684 -3.8291 3.1183
H -1.4751 -5.2903 1.5357
H -1.1000 -4.8442 -0.4272
H -0.7300 -1.4717 1.1193
H -3.7484 -1.4869 1.5383
H -2.0795 -0.1713 3.9167
C 5.8450 1.4774 0.2635
C 4.5102 2.1705 0.0093
C 4.6072 3.3930 -0.9132
O 5.1489 4.5562 -0.3136
C 6.5594 4.5955 -0.2374
N 3.8939 2.4931 1.2990
H 6.4534 2.0165 0.9898
H 5.6740 0.4804 0.6679
H 6.4204 1.3737 -0.6590
H 3.8615 1.4491 -0.4963
H 3.5934 3.6711 -1.2115
H 5.1572 3.1508 -1.8328
H 7.0226 4.1161 -1.1049
H 6.9245 4.1248 0.6786
H 6.8586 5.6437 -0.2173
H 2.9520 2.8429 1.1422
H 4.3899 3.2872 1.6941
C -5.0961 -1.6966 -2.6755
C -5.5159 -0.4896 -1.8414
C -5.3084 0.8575 -2.5482
O -3.9688 1.3040 -2.6034
C -3.1760 0.7231 -3.6219
N -4.8284 -0.5540 -0.5519
H -4.0157 -1.8320 -2.6828
H -5.5231 -2.6061 -2.2559
H -5.4414 -1.6040 -3.7084
H -6.5904 -0.5806 -1.6527
H -5.8407 1.6244 -1.9782
H -5.7469 0.8443 -3.5562
H -3.7631 0.5273 -4.5245
H -2.7041 -0.2011 -3.2830
H -2.3854 1.4324 -3.8664
H -5.1888 0.1776 0.0557
H -3.8568 -0.2950 -0.7076
*
```

Here are the Löwdin charges for atoms 1 to 6, given in e: 0.098 -0.137 -0.132 -0.380 -0.081 -0.588


(6)
Density functional theory data (ωB97M-V with the def2-TZVPD basis set) for an isolated molecule of H4NO3PS2.

Summary:
E_LUMO (alpha / beta)   0.44 / -2.41 eV
Relative energy (zero: lowest compared OMol25 entry of this formula, charge and spin)   14.7 kcal/mol
⟨S²⟩   2.0058
Kohn-Sham gap (alpha / beta)   6.3 / 7.6 eV
HOMO level (alpha / beta)   -5.83 / -10.03 eV

Geometry as ORCA input:
```
! RIJCOSX wB97M-V def2-TZVPD def2/J DEFGRID3
* xyz 0 3
N -2.2707 -0.4282 0.3177
O 0.1438 -0.9523 -0.1316
O -0.7515 1.3738 0.2085
O 2.5074 -0.2781 0.4855
P -1.0739 0.0806 -0.7612
S 0.5666 2.3747 -0.0245
S 1.7387 -1.2861 -0.2377
H -2.1553 -1.4254 0.4542
H -2.1119 0.0313 1.2292
H 1.4754 1.3503 0.0641
H 1.9315 -0.8406 -1.6043
*
```

Here are the Löwdin charges for atoms 1 to 6, given in e: -0.175 -0.717 -0.830 -0.569 0.745 0.744


(7)
Density functional theory data (ωB97M-V with the def2-TZVPD basis set) for an isolated molecule of C20H30N4OS.

Summary:
E_LUMO   0.63 eV
Relative energy (zero: lowest compared OMol25 entry of this formula, charge and spin)   45.7 kcal/mol
Kohn-Sham gap   8.7 eV
HOMO level   -8.03 eV

Geometry as ORCA input:
```
! RIJCOSX wB97M-V def2-TZVPD def2/J DEFGRID3
* xyz 0 1
O 0.4476 2.5402 -1.9593
C 0.0765 1.1764 -1.9519
C -0.6931 0.9140 -0.6624
H -0.0204 1.0974 0.1728
H -1.4990 1.6438 -0.6094
C -1.2560 -0.5167 -0.5589
N -2.1899 -0.7419 0.5280
C -1.5893 -0.4750 1.8155
C -0.3726 -1.3823 2.0050
N 0.5574 -1.2191 0.9055
C -0.1151 -1.5205 -0.3443
H -0.5400 -2.5396 -0.3301
H 0.6040 -1.4628 -1.1621
C 1.7645 -2.0096 1.0956
C 2.7481 -1.7894 -0.0023
C 3.3017 -2.7214 -0.8361
C 4.1433 -2.0463 -1.7509
C 4.0699 -0.7211 -1.4567
N 3.2233 -0.5528 -0.3849
C 2.9545 0.6897 0.1271
N 3.2849 1.7723 -0.4956
C 2.9626 2.8773 0.2112
C 2.3851 2.6483 1.4165
S 2.2120 0.9565 1.6917
H 2.0389 3.3553 2.1417
H 3.1711 3.8414 -0.2139
H 4.5423 0.1315 -1.8994
H 4.7259 -2.4961 -2.5297
H 3.1263 -3.7784 -0.7964
H 2.1980 -1.7225 2.0616
H 1.5454 -3.0919 1.1350
H -0.7175 -2.4297 2.0740
H 0.1356 -1.1205 2.9368
H -1.2800 0.5743 1.9376
H -2.3184 -0.7031 2.5971
C -3.5929 -0.4044 0.3901
H -4.0555 -0.7556 1.3232
C -4.2473 -1.1857 -0.7538
C -5.7640 -1.0248 -0.6914
C -6.1496 0.4488 -0.7861
C -5.4659 1.2555 0.3140
C -3.9510 1.0832 0.2386
H -3.6026 1.4512 -0.7277
H -3.4687 1.6648 1.0269
H -5.7243 2.3122 0.2141
H -5.8228 0.9156 1.2894
H -7.2336 0.5556 -0.7072
H -5.8456 0.8392 -1.7602
H -6.2290 -1.5829 -1.5070
H -6.1351 -1.4374 0.2496
H -3.9717 -2.2385 -0.6756
H -3.8931 -0.8107 -1.7154
H -1.7608 -0.7678 -1.4960
H -0.5560 0.9524 -2.8261
H 0.9683 0.5404 -2.0046
H 1.1501 2.6745 -2.6028
*
```

Here are the Löwdin charges for atoms 1 to 6, given in e: -0.067 -0.258 -0.119 0.075 0.106 -0.264


(8)
Density functional theory data (ωB97M-V with the def2-TZVPD basis set) for a cluster of 14 separate species, C32H59F5N16O26 in total.

Summary:
E_LUMO   -0.29 eV
Relative energy (zero: lowest compared OMol25 entry of this formula, charge and spin)   0.0 kcal/mol
Kohn-Sham gap   7.2 eV
HOMO level   -7.54 eV

Geometry as ORCA input:
```
! RIJCOSX wB97M-V def2-TZVPD def2/J DEFGRID3
* xyz 0 1
C -5.0335 -4.6637 0.8601
C -4.9778 -3.5737 0.3603
C -4.8822 -2.1432 0.0111
C -3.5219 -1.7516 -0.6604
C -3.6129 -0.2545 -0.7622
N -3.5285 0.8446 -1.0879
C -2.4588 -1.9738 0.4772
C -1.0530 -1.4169 0.2275
C -0.1781 -1.6007 1.4905
C 0.1369 -3.0730 1.7825
N 0.9201 -3.7322 0.7338
C 1.7289 -3.1981 -0.2123
C 2.2667 -4.2655 -0.9267
C 1.7313 -5.4638 -0.3842
C 0.8770 -5.0903 0.6503
C -3.2405 -2.4755 -2.0219
C -2.3670 -3.6459 -1.6672
N -1.5362 -4.4310 -1.5507
C -4.4894 -3.1257 -2.7274
C -4.2539 -4.5579 -3.2932
C -2.5542 -1.5981 -3.0889
F -1.4929 -0.9264 -2.5855
F -3.4036 -0.6414 -3.5424
C -2.0074 -2.2659 -4.3941
F -1.3310 -1.2597 -5.0278
F -2.9671 -2.6068 -5.2524
F -1.1262 -3.2253 -4.2176
H -5.2640 -5.6180 1.2808
H -5.6886 -1.9128 -0.6950
H -5.0501 -1.5017 0.8786
H -2.4794 -2.9932 0.8672
H -2.8601 -1.3655 1.3045
H -0.5902 -1.9275 -0.6229
H -1.0831 -0.3438 0.0060
H -0.7626 -1.2231 2.3357
H 0.7198 -0.9790 1.4606
H -0.7594 -3.6462 2.0285
H 0.7649 -3.0757 2.6835
H 1.9078 -2.1414 -0.3344
H 2.9763 -4.2145 -1.7414
H 1.9217 -6.4896 -0.6637
H 0.3025 -5.7537 1.2778
H -5.3692 -3.2332 -2.0962
H -4.8226 -2.5414 -3.5898
H -5.1190 -4.7439 -3.9452
H -3.3778 -4.6375 -3.9341
H -4.3020 -5.3193 -2.5139
C 2.2649 2.4386 1.1526
N 1.8841 1.6001 2.3200
O 0.6987 1.4152 2.5253
O 2.7829 1.1513 2.9957
H 1.3609 2.7640 0.6508
H 2.8258 3.2858 1.5306
H 2.8762 1.8229 0.4980
C -1.3491 1.6483 -4.6453
N -1.0500 3.1066 -4.6593
O -1.2214 3.7114 -5.7024
O -0.6548 3.5961 -3.6262
H -1.6893 1.3556 -5.6316
H -0.4340 1.1287 -4.3797
H -2.1204 1.4810 -3.8996
C 4.3883 6.5431 0.0250
N 3.9868 5.7000 1.1849
O 2.7987 5.5152 1.3792
O 4.8774 5.2452 1.8719
H 3.4937 6.8733 -0.4882
H 4.9466 7.3768 0.4166
H 5.0048 5.9310 -0.6231
C -3.0138 4.0052 -7.8860
N -3.7616 4.4624 -9.0904
O -3.4788 5.5468 -9.5530
O -4.6089 3.7104 -9.5275
H -2.2973 4.7656 -7.6069
H -3.7408 3.8469 -7.0955
H -2.5143 3.0781 -8.1481
C -0.0319 0.4033 5.8916
N 0.6318 -0.8321 5.3993
O 1.6484 -1.1841 5.9587
O 0.1041 -1.4021 4.4659
H 0.5474 0.7974 6.7183
H -0.0599 1.1042 5.0610
H -1.0342 0.1294 6.2113
C -0.6677 -3.5850 7.4666
N -1.9139 -3.3251 8.2344
O -2.3286 -2.1859 8.2728
O -2.4337 -4.2791 8.7754
H -0.3193 -2.6512 7.0450
H 0.0643 -3.9952 8.1577
H -0.9077 -4.2979 6.6833
C 3.1671 10.6983 -0.9571
N 3.8405 9.4582 -1.4280
O 4.8229 9.0802 -0.8195
O 3.3643 8.9004 -2.3930
H 3.6999 11.0801 -0.0961
H 3.1905 11.4109 -1.7764
H 2.1451 10.4377 -0.6973
C 8.6217 7.3178 0.4758
N 7.9033 7.7326 -0.7602
O 8.1932 8.8020 -1.2519
O 7.0696 6.9628 -1.1883
H 9.3284 8.0956 0.7405
H 7.8774 7.1821 1.2558
H 9.1305 6.3834 0.2584
C 5.9239 14.0506 -1.1314
N 4.8513 13.4399 -0.2996
O 5.1825 12.5900 0.5024
O 3.7188 13.8323 -0.4835
H 6.8701 13.5997 -0.8563
H 5.6833 13.8509 -2.1716
H 5.9246 15.1176 -0.9290
C -5.7003 3.2486 -2.5211
N -6.9926 3.3725 -1.7943
O -7.4751 4.4789 -1.6819
O -7.4757 2.3465 -1.3611
H -5.3912 4.2346 -2.8493
H -4.9765 2.8206 -1.8324
H -5.8671 2.5895 -3.3684
C 2.8275 -9.4297 -2.8026
N 3.6922 -9.0369 -1.6604
O 4.4667 -9.8630 -1.2238
O 3.5584 -7.9063 -1.2403
H 3.0493 -10.4561 -3.0696
H 1.8043 -9.3265 -2.4802
H 3.0512 -8.7550 -3.6254
C -1.7473 -10.9577 -1.2329
N -0.4201 -10.2851 -1.2157
O 0.4897 -10.8087 -1.8328
O -0.3331 -9.2562 -0.5861
H -1.6695 -11.8578 -1.8314
H -2.0054 -11.1922 -0.2045
H -2.4593 -10.2603 -1.6641
C -1.3946 -6.5925 11.2405
N 0.0874 -6.4580 11.2039
O 0.5534 -5.5197 10.5882
O 0.7300 -7.2990 11.7931
H -1.8272 -5.7755 10.6750
H -1.6461 -7.5510 10.7965
H -1.7019 -6.5527 12.2813
*
```

Here are the Löwdin charges for atoms 1 to 6, given in e: 0.146 -0.126 -0.142 -0.308 -0.147 0.224


Number 1: DFT total energy -16059.725 eV. Number 2: DFT total energy -14969.945 eV. Number 3: DFT total energy -44189.953 eV. Number 4: DFT total energy -88851.322 eV. Number 5: DFT total energy -30602.850 eV. Number 6: DFT total energy -38652.356 eV. Number 7: DFT total energy -40069.783 eV. Number 8: DFT total energy -124765.164 eV.